# 1
Density functional theory data (ωB97M-V with the def2-TZVPD basis set) for a molecular structure, C24H33BrO2S4SbW.

Last column: Löwdin charge in e.
Geometry (Å):
W1 0.5851 -0.6818 -0.0905  1.11
C1 -0.9564 1.0253 -0.3274  -0.12
C2 -1.3373 0.3853 0.8876  -0.21
C3 -1.7604 -0.9455 0.5221  -0.23
C4 -1.5700 -1.0650 -0.8928  -0.14
C5 -1.1061 0.1544 -1.4382  -0.31
C6 -1.0681 0.5030 -2.9165  -0.55
C7 -2.2526 1.4459 -3.1761  -0.04
C8 -1.2296 -0.7561 -3.7673  -0.06
C9 0.2284 1.2119 -3.3129  -0.05
C10 -2.6574 -1.9908 1.2218  -0.52
C11 -2.9137 -3.1757 0.2780  -0.06
C12 -3.9945 -1.2501 1.4182  -0.04
C13 -2.2363 -2.6325 2.5528  -0.10
C14 -1.3121 1.2272 2.1697  -0.53
C15 -2.4876 2.2150 2.1012  -0.04
C16 -1.4017 0.4402 3.4706  -0.05
C17 0.0001 2.0265 2.2418  -0.05
H1 -0.5754 2.0328 -0.3910  0.12
H2 -1.7398 -1.9592 -1.4644  0.11
H3 -3.1944 0.9800 -2.8778  0.09
H4 -2.3106 1.6898 -4.2392  0.08
H5 -2.1431 2.3777 -2.6179  0.08
H6 -2.2055 -1.2208 -3.6107  0.09
H7 -0.4521 -1.4866 -3.5363  0.05
H8 -1.1528 -0.4905 -4.8232  0.09
H9 0.4159 2.0848 -2.6864  0.08
H10 0.1592 1.5428 -4.3519  0.09
H11 1.0844 0.5446 -3.2121  0.06
H12 -3.4611 -2.8814 -0.6192  0.08
H13 -3.5212 -3.9113 0.8083  0.09
H14 -1.9783 -3.6601 -0.0104  0.08
H15 -4.3178 -0.7755 0.4890  0.09
H16 -3.9210 -0.4773 2.1848  0.06
H17 -4.7625 -1.9627 1.7269  0.09
H18 -1.5572 -3.4610 2.3804  0.03
H19 -3.1398 -3.0264 3.0269  0.09
H20 -1.7599 -1.9598 3.2496  0.04
H21 -3.4432 1.6910 2.0483  0.07
H22 -2.4072 2.8563 1.2221  0.08
H23 -2.4963 2.8515 2.9895  0.08
H24 -2.3647 -0.0521 3.5947  0.07
H25 -1.2777 1.1344 4.3047  0.09
H26 -0.6051 -0.3017 3.5305  0.08
H27 0.1455 2.6785 1.3812  0.08
H28 0.8614 1.3572 2.3132  0.08
H29 -0.0138 2.6568 3.1339  0.09
S1 4.3228 -3.6509 0.4851  -0.25
Sb1 2.1694 -3.7408 -0.1948  -0.13
S2 1.7359 -1.9517 -1.7852  0.05
S3 0.7061 -2.5588 1.3574  0.12
S4 1.1170 -5.6391 -0.8178  -0.27
Br1 6.0659 4.3958 -1.9011  0.70
C18 5.7068 2.7776 -0.9696  -0.68
C19 6.7617 2.0517 -0.4385  -0.13
C20 6.5009 0.8671 0.2374  -0.06
C21 5.1979 0.4211 0.3951  0.01
C22 4.1596 1.1719 -0.1434  -0.11
C23 4.4002 2.3467 -0.8448  -0.06
C24 2.7728 0.6561 -0.0086  -0.61
O1 1.8449 0.9969 -0.8054  -0.13
O2 2.4964 -0.2027 0.8716  -0.17
H30 7.7761 2.4049 -0.5636  0.10
H31 7.3213 0.2836 0.6327  0.11
H32 4.9699 -0.5158 0.8891  0.10
H33 3.5786 2.8971 -1.2812  0.11

Atomic forces in eV per Å
W 0.017 -0.330 0.000
C 0.116 0.107 -0.176
C 0.021 0.094 0.068
C -0.087 -0.055 -0.063
C 0.051 0.052 0.160
C -0.174 -0.077 -0.033
C 0.116 0.068 0.038
C -0.024 -0.018 0.012
C 0.010 -0.013 0.010
C 0.005 -0.017 0.026
C 0.009 0.046 -0.039
C -0.026 0.007 -0.007
C -0.019 -0.018 0.030
C -0.014 0.013 -0.003
C -0.056 -0.015 -0.044
C -0.003 0.018 0.028
C -0.013 -0.027 0.025
C 0.021 -0.009 0.007
H -0.017 -0.030 -0.024
H -0.022 0.002 0.012
H -0.005 -0.007 -0.001
H 0.000 0.001 -0.015
H 0.009 0.011 0.009
H -0.009 -0.007 0.003
H -0.011 0.008 -0.014
H 0.003 -0.001 -0.022
H 0.001 0.020 -0.001
H -0.004 -0.004 -0.011
H -0.006 0.012 -0.007
H -0.002 0.002 -0.002
H -0.003 -0.009 0.001
H 0.008 -0.010 0.013
H -0.006 0.000 -0.013
H 0.003 -0.026 -0.010
H -0.013 0.004 0.007
H 0.009 -0.013 0.006
H -0.005 -0.007 0.011
H 0.050 0.054 0.042
H 0.003 -0.002 -0.005
H -0.001 0.010 -0.011
H 0.001 0.003 0.006
H 0.020 -0.011 -0.011
H -0.012 -0.004 0.017
H 0.010 -0.027 0.006
H 0.011 0.011 0.009
H -0.037 -0.001 -0.013
H -0.004 0.010 -0.001
S -0.042 -0.011 0.003
Sb 0.050 0.081 -0.105
S -0.003 0.049 0.112
S 0.044 0.079 -0.081
S 0.020 0.024 0.014
Br 0.008 -0.013 0.007
C -0.022 -0.003 -0.003
C 0.018 -0.001 0.004
C -0.027 0.020 -0.016
C 0.003 0.032 -0.017
C -0.255 -0.077 0.009
C 0.064 0.003 0.017
C 0.290 -0.066 0.042
O 0.014 -0.056 0.089
O -0.087 0.127 -0.102
H 0.000 0.004 0.002
H 0.013 0.002 0.000
H 0.001 -0.010 0.003
H -0.007 0.000 -0.001

- HOMO energy (spin up / spin down): -4.419 / -4.655 eV
- Energy above the lowest of the compared OMol25 structures with the same formula, charge and spin: 5.3 kcal per mole
- Total charge: -1
- Multiplicity: 3

# 2
Density functional theory data (ωB97M-V with the def2-TZVPD basis set) for C23H31ClN6O in the gas phase.

Last column: Löwdin charge in e.
Geometry (Å):
C1 0.7107 -2.3551 -0.7322  0.00
C2 1.8180 -1.6094 -0.0872  -0.36
N1 2.5422 -0.6870 -0.6722  0.12
C3 3.4707 -0.2971 0.2414  -0.15
C4 3.3000 -0.9938 1.4004  -0.09
N2 2.2381 -1.8352 1.1866  -0.04
C5 1.6817 -2.7495 2.1494  -0.13
H1 2.4693 -2.9937 2.8700  0.13
H2 1.3962 -3.6677 1.6267  0.12
C6 0.4596 -2.1974 2.8926  -0.15
C7 0.7656 -0.9887 3.7929  -0.22
N3 0.9377 0.2939 3.1442  -0.05
H3 1.7046 0.2501 2.4819  0.06
C8 -0.2512 0.8759 2.5221  -0.14
C9 -0.2123 0.9211 1.0318  -0.12
C10 -1.0575 0.3926 0.0660  -0.14
N4 -0.6395 0.7289 -1.1793  0.18
C11 0.4442 1.4586 -1.0176  -0.28
C12 1.2843 2.0545 -1.9686  0.02
C13 2.3457 2.8000 -1.5482  -0.09
C14 2.5780 2.9617 -0.1643  -0.67
C15 1.7750 2.3736 0.7664  -0.07
N5 0.7287 1.6259 0.3393  0.06
H4 1.9291 2.4727 1.8292  0.13
Cl1 3.9152 3.9161 0.3637  0.68
H5 3.0162 3.2662 -2.2510  0.10
H6 1.0689 1.8991 -3.0117  0.12
C16 -2.1997 -0.5149 0.3097  -0.40
O1 -2.1333 -1.3577 1.2020  0.04
N6 -3.2878 -0.4044 -0.4746  -0.04
C17 -3.5109 0.6445 -1.4401  -0.16
H7 -2.8528 1.4797 -1.1989  0.11
C18 -3.2644 0.2485 -2.9008  -0.17
C19 -4.2280 -0.8148 -3.4396  -0.20
H8 -4.4645 -0.5800 -4.4806  0.11
C20 -3.6811 -2.2454 -3.4189  -0.20
H9 -2.9438 -2.3375 -4.2208  0.11
H10 -4.5007 -2.9306 -3.6511  0.11
C21 -3.0002 -2.6988 -2.1288  -0.20
C22 -3.8919 -2.7792 -0.8906  -0.16
H11 -3.3300 -3.3054 -0.1172  0.10
H12 -4.7895 -3.3604 -1.1096  0.11
C23 -4.3147 -1.4165 -0.3176  -0.14
H13 -5.2240 -1.0536 -0.7941  0.11
H14 -4.5113 -1.5392 0.7530  0.12
H15 -2.5959 -3.6986 -2.3084  0.11
H16 -2.1530 -2.0473 -1.9146  0.09
H17 -5.1700 -0.7658 -2.8921  0.10
H18 -3.3778 1.1628 -3.4864  0.11
H19 -2.2298 -0.0763 -3.0030  0.09
H20 -4.5482 0.9834 -1.3292  0.13
H21 -1.1394 0.3189 2.8268  0.12
H22 -0.3485 1.9064 2.9018  0.12
H23 -0.0513 -0.8749 4.5110  0.12
H24 1.6830 -1.1783 4.3612  0.11
H25 -0.3279 -1.9288 2.1869  0.08
H26 0.0745 -3.0018 3.5219  0.12
H27 3.8375 -0.9809 2.3272  0.12
H28 4.1996 0.4511 0.0029  0.10
H29 -0.1846 -2.3451 -0.1146  0.06
H30 0.4955 -1.8875 -1.6883  0.08
H31 0.9997 -3.3932 -0.9021  0.09

Atomic forces in eV per Å
C 0.002 -0.106 0.058
C -0.138 -0.079 0.028
N -0.135 0.009 -0.502
C 0.073 -0.088 0.272
C 0.319 0.134 -0.004
N 0.270 0.199 -0.351
C -0.538 -0.266 0.406
H -0.041 -0.046 -0.142
H 0.125 0.049 0.070
C 0.278 0.178 0.024
C -0.073 -0.268 -0.039
N 0.315 0.194 -0.220
H -0.099 0.025 0.091
C 0.114 0.307 0.151
C -0.803 -0.515 0.310
C 0.837 0.415 0.330
N 0.038 -0.043 -0.460
C -0.275 -0.097 0.363
C 0.473 0.349 0.027
C -0.316 -0.213 -0.265
C -0.398 -0.224 0.508
C 0.719 0.602 -0.049
N -0.347 -0.178 -0.761
H 0.010 -0.021 0.067
Cl 0.139 0.065 0.064
H 0.063 0.050 -0.078
H -0.015 -0.023 -0.122
C -0.154 0.126 0.065
O -0.034 -0.170 0.142
N -0.084 -0.020 0.162
C 0.196 0.447 -0.501
H -0.207 -0.046 0.002
C -0.258 -0.007 0.151
C 0.131 -0.038 -0.118
H -0.093 0.005 0.048
C 0.061 0.076 0.132
H -0.039 -0.025 -0.072
H 0.030 -0.080 -0.072
C -0.297 -0.182 -0.069
C 0.186 0.101 -0.009
H -0.098 -0.031 0.018
H -0.043 -0.072 0.019
C -0.103 -0.399 0.266
H 0.075 0.062 0.021
H -0.072 0.040 -0.154
H 0.087 0.035 0.026
H 0.132 -0.039 -0.012
H -0.116 0.030 -0.037
H 0.053 0.052 -0.022
H 0.049 0.075 -0.035
H 0.076 -0.011 0.022
H 0.035 0.087 -0.074
H -0.172 -0.126 -0.092
H 0.101 -0.060 0.067
H -0.092 -0.066 0.116
H -0.008 -0.089 0.021
H -0.055 -0.082 0.011
H 0.097 -0.029 0.206
H 0.214 0.147 0.051
H -0.131 -0.040 0.013
H -0.031 0.015 -0.025
H -0.034 -0.093 -0.044

- HOMO energy: -8.068 eV
- Energy above the lowest of the compared OMol25 structures with the same formula, charge and spin: 0.0 kcal per mole
- Structure (SMILES): Cc1nccn1CCCNCc1c(C(=O)N2CCCCCCC2)nc2ccc(Cl)cn12

# 3
Density functional theory data (ωB97M-V with the def2-TZVPD basis set) for C16H22N2O4 in the gas phase.

Last column: Löwdin charge in e.
Geometry (Å):
C1 2.4644 4.9912 -4.4876  -0.07
C2 1.1864 4.2543 -4.8821  -0.27
O1 0.8227 3.2231 -3.9898  -0.17
C3 1.6906 2.1091 -3.9971  -0.12
H1 2.5778 2.2924 -3.3688  0.13
C4 0.9989 0.8366 -3.5012  -0.43
O2 1.0807 -0.1895 -4.1538  0.05
N1 0.3383 0.8963 -2.3318  -0.04
C5 0.2854 2.0101 -1.4146  -0.12
H2 0.7577 2.8858 -1.8501  0.11
C6 0.9775 1.6104 -0.0984  -0.16
N2 0.4259 0.4124 0.4984  -0.17
C7 0.4278 -0.6730 -0.4655  -0.14
C8 -0.2620 -0.3072 -1.7881  -0.11
H3 -0.1370 -1.1058 -2.5197  0.12
H4 -1.3309 -0.1314 -1.6267  0.13
H5 -0.0583 -1.5409 -0.0178  0.12
H6 1.4720 -0.9263 -0.6726  0.13
C9 -0.8468 0.5989 1.1760  -0.16
C10 -1.1613 -0.5972 2.0369  -0.23
C11 -2.4032 -1.2080 1.9874  -0.04
C12 -2.7146 -2.3132 2.7782  0.01
C13 -1.7292 -2.7818 3.6097  -0.21
C14 -0.4723 -2.1744 3.6623  -0.19
C15 -0.1659 -1.0830 2.8918  0.06
H7 0.8041 -0.6182 2.9231  0.13
O3 0.3137 -2.8386 4.5672  0.04
C16 -0.4809 -3.8885 5.0742  -0.16
O4 -1.7597 -3.8406 4.4793  0.03
H8 -0.5784 -3.7834 6.1666  0.14
H9 -0.0042 -4.8557 4.8452  0.14
H10 -3.6823 -2.7837 2.7374  0.12
H11 -3.1592 -0.8218 1.3201  0.11
H12 -0.7435 1.4791 1.8197  0.13
H13 -1.6882 0.7841 0.4900  0.11
H14 0.9127 2.4310 0.6189  0.12
H15 2.0350 1.4122 -0.3034  0.13
H16 -0.7662 2.2528 -1.2217  0.13
H17 2.0314 1.8940 -5.0180  0.13
H18 0.3373 4.9424 -4.8635  0.12
H19 1.2902 3.8484 -5.8992  0.12
H20 3.3304 4.3382 -4.5661  0.07
H21 2.3882 5.3524 -3.4646  0.08
H22 2.6114 5.8401 -5.1494  0.07

Atomic forces in eV per Å
C -0.328 -0.307 -0.006
C 0.140 0.308 -0.112
O -0.137 -0.220 0.114
C 0.177 -0.034 -0.117
H -0.064 -0.014 -0.087
C 0.118 0.337 -0.300
O 0.180 -0.131 -0.252
N -0.284 -0.102 0.281
C 0.310 0.233 0.404
H -0.068 -0.019 0.054
C -0.136 0.184 -0.191
N 0.071 0.054 0.190
C -0.114 -0.075 -0.251
C 0.089 -0.411 0.110
H -0.093 0.080 0.102
H 0.004 -0.010 -0.035
H 0.060 -0.045 -0.047
H -0.037 -0.078 -0.053
C 0.044 0.013 0.014
C -0.250 -0.003 -0.051
C 0.147 0.190 -0.068
C 0.119 -0.322 0.338
C 0.374 0.320 -0.111
C -0.516 -0.098 -0.122
C 0.012 -0.272 0.257
H 0.182 0.063 -0.007
O 0.094 0.405 -0.273
C 0.372 -0.866 0.848
O -0.351 0.175 -0.289
H -0.011 0.053 -0.270
H -0.117 0.251 -0.028
H -0.137 -0.075 -0.008
H -0.052 0.070 -0.107
H -0.045 0.035 -0.107
H -0.012 0.027 0.094
H 0.030 0.012 0.008
H 0.011 0.106 -0.040
H 0.043 0.071 -0.040
H -0.048 -0.037 0.167
H 0.095 -0.054 -0.108
H -0.077 0.029 0.083
H 0.125 -0.006 -0.004
H 0.016 0.062 0.091
H 0.064 0.100 -0.072

- HOMO energy: -8.109 eV
- Energy above the lowest of the compared OMol25 structures with the same formula, charge and spin: 62.2 kcal per mole
- Structure (SMILES): CCOCC(=O)N1CCN(Cc2ccc3c(c2)OCO3)CC1